(1)
Below is a single C16H19N3O3 molecule, with properties calculated with wB97M-V/def2-TZVPD.

Values from the calculation:
- E_HOMO (eV) = -8.421
- multiplicity = 1
- HOMO-LUMO gap (eV) = 9.1

Structure (XYZ):
```
41
Properties=species:S:1:pos:R:3:forces:R:3
O 0.312947 2.864332 -0.761806 -0.028 -1.115 0.027
C -0.420867 1.897462 -0.794660 0.704 0.522 0.636
O -1.666961 2.088623 -1.193423 -1.191 -1.063 0.057
C 0.004752 0.464452 -0.336039 0.462 -0.153 -0.338
C -0.899487 -0.165478 0.791339 0.141 0.420 -0.437
C -2.159485 -0.746087 0.242578 0.502 1.521 0.286
C -2.226359 -1.893114 -0.443112 0.545 -2.119 -0.717
N -3.561861 -2.152713 -0.725720 -0.190 -0.121 -0.668
C -4.346306 -1.079275 -0.285207 -1.321 -0.324 -1.293
C -5.759882 -0.859226 -0.476423 1.920 0.822 0.915
C -6.240255 0.322605 0.082650 -1.002 -0.293 0.671
C -5.428337 1.174396 0.881526 1.160 0.159 -0.927
C -4.016595 1.018394 0.921713 -2.261 -0.387 -0.383
C -3.493449 -0.131390 0.305177 0.538 -1.015 0.451
N 1.390659 0.617127 0.132955 -1.037 0.759 -0.684
C 2.195758 -0.444671 0.065975 -0.453 -2.094 1.322
O 1.752802 -1.585149 -0.103837 -0.227 0.500 -0.556
C 3.626466 -0.334110 0.446721 0.658 0.777 -0.152
C 4.277877 1.018868 0.143203 0.105 -1.093 -0.715
C 5.742160 0.626310 0.007466 1.587 0.607 -1.054
C 5.776426 -0.894787 -0.004488 0.929 -1.059 -0.955
N 4.420133 -1.217691 -0.376539 -0.764 -2.129 -0.196
H -2.237452 1.300453 -1.012888 0.484 0.526 -0.288
H -0.008261 -0.236297 -1.242701 0.028 0.947 1.205
H -0.327962 -0.958233 1.312570 -0.109 0.672 -0.325
H -1.192593 0.626993 1.486238 0.392 -0.099 0.220
H -1.388984 -2.663230 -0.727830 -1.846 1.782 0.681
H -3.789327 -2.742713 -1.526171 -0.255 0.300 0.655
H -6.400089 -1.567862 -0.970525 -0.047 -0.081 -0.206
H -7.340471 0.565262 0.003662 1.396 -0.339 0.075
H -5.901311 2.038599 1.355960 0.282 -0.269 -0.195
H -3.417848 1.796898 1.351957 0.329 0.025 0.371
H 1.716746 1.580982 0.188125 0.084 -0.414 -0.172
H 3.778846 -0.524171 1.541280 -0.476 -0.072 -0.451
H 4.091633 1.696602 0.929942 -0.215 1.103 0.681
H 3.938370 1.373882 -0.837070 -0.215 0.183 0.431
H 6.421391 1.041004 0.772228 -0.369 -0.046 -0.345
H 6.108220 0.936931 -1.009469 -0.167 0.072 1.103
H 6.024868 -1.322143 0.978097 0.223 0.112 0.004
H 6.509347 -1.286125 -0.786385 -0.854 0.369 1.148
H 4.134744 -2.245712 -0.327086 0.557 2.107 0.119
```
Positions in Å, forces in eV/Å.

(2)
Below is a molecular structure, CHN3O, with properties calculated with wB97M-V/def2-TZVPD.

Values from the calculation:
- E_HOMO (alpha / beta) (eV) = -10.768 / -10.769
- multiplicity = 1
- HOMO-LUMO gap (alpha / beta) (eV) = 8.5 / 8.5

Structure (XYZ):
```
6
Properties=species:S:1:pos:R:3:forces:R:3
C 1.129627 -0.330478 0.042627 -1.037 -1.190 0.718
N 2.205201 -0.706144 -0.011102 1.092 -0.106 -0.124
N -1.205045 -0.660643 0.010321 0.590 -1.049 -0.248
N -0.181911 -0.029445 0.123811 0.700 7.306 -1.185
O -0.016458 1.701248 0.019813 -0.833 -5.331 0.358
H -1.931412 0.025462 -0.185472 -0.512 0.370 0.482
```
Positions in Å, forces in eV/Å.

(3)
Below is a single C3H6ClN2OP molecule, with properties calculated with wB97M-V/def2-TZVPD.

Values from the calculation:
- E_HOMO (eV) = -8.762
- multiplicity = 1
- HOMO-LUMO gap (eV) = 9.1

Structure (XYZ):
```
14
Properties=species:S:1:pos:R:3:forces:R:3
C -2.301124 -1.230126 0.104287 0.023 -1.218 -0.233
C -1.845010 0.134977 0.535482 0.946 0.329 -2.442
C -0.836417 0.467315 -0.291317 0.756 0.009 3.925
N 0.357309 0.483220 -0.542394 0.187 1.407 -1.208
P 1.834396 0.278332 0.259062 1.484 1.363 0.701
N 2.684217 1.418066 -0.711323 -2.616 -2.302 1.282
O 2.110325 0.205422 1.706807 -0.704 1.244 -0.450
Cl 2.098466 -1.557186 -0.266403 0.718 -2.405 -1.418
H -1.441217 -1.988498 0.221840 -1.556 0.867 0.299
H -2.442479 -1.163023 -0.984975 -0.445 -0.470 0.422
H -3.265357 -1.502987 0.578382 0.822 -0.247 -0.232
H -2.378292 0.862791 1.109542 -0.325 0.134 0.134
H 1.799784 1.792181 -1.075121 1.652 1.263 -0.982
H 3.625402 1.799510 -0.643863 -0.942 0.026 0.203
```
Positions in Å, forces in eV/Å.

(4)
Below is a single H4O5Si molecule, with properties calculated with wB97M-V/def2-TZVPD.

Values from the calculation:
- E_HOMO (eV) = -10.399
- multiplicity = 1
- HOMO-LUMO gap (eV) = 10.8

Structure (XYZ):
```
10
Properties=species:S:1:pos:R:3:forces:R:3
O -0.260032 -1.035468 -1.861943 2.676 0.265 -2.179
O -0.835207 -0.705072 -0.656852 -3.428 -0.806 -0.044
Si 0.175960 -0.330566 0.546490 -0.625 -0.928 1.609
O 1.272249 0.601985 -0.096871 -0.647 2.800 3.209
O -0.592151 0.490449 1.772933 0.890 -1.661 -0.063
O -1.076833 1.725053 1.363189 -0.591 1.760 -0.757
H -0.736762 -1.667437 -2.437654 -0.879 0.263 1.569
H 0.638218 -1.550038 1.179773 0.246 -0.166 0.234
H 1.724514 0.278402 -0.791847 2.475 -1.410 -3.838
H -0.309957 2.192691 0.982783 -0.118 -0.117 0.260
```
Positions in Å, forces in eV/Å.

Taking the records one at a time from the top gives calculated total energy values of -27513.4844, -7563.9258, -30046.5669, -18177.0073 eV.